A molecular structure, C28H31BCl2N4OTl at a distorted geometry. Source: OMol25; level of theory: the ωB97M-V functional and the def2-TZVPD basis.

XYZ file:
```
68
Properties=species:S:1:pos:R:3:mulliken_charge:R:1
Tl 0.81 1.69 1.32 1.67
Cl 5.84 1.37 1.80 -0.19
C 4.69 1.35 3.07 0.35
C 5.14 1.26 4.40 -0.65
C 4.27 1.25 5.45 0.59
Cl 4.86 1.17 7.07 -0.23
C 2.88 1.33 5.21 -0.07
C 1.89 1.34 6.22 -0.59
C 0.56 1.43 5.89 -1.08
C 0.20 1.50 4.54 -0.14
N 1.10 1.47 3.58 -0.56
C 2.43 1.41 3.86 0.64
C 3.34 1.44 2.76 0.15
O 2.92 1.54 1.52 -0.72
H 6.21 1.21 4.58 0.47
H 2.21 1.28 7.25 0.45
H -0.20 1.46 6.65 0.41
H -0.84 1.58 4.24 0.59
C -1.16 0.50 -5.43 -1.55
C 0.34 0.43 -5.11 1.90
C 1.08 1.43 -6.00 -2.17
C 0.88 -0.98 -5.41 -1.53
C 0.54 0.72 -3.64 0.45
C 1.32 1.77 -3.17 -0.46
C 1.44 1.98 -1.80 -0.78
N 0.83 1.19 -0.91 -0.63
C 0.08 0.16 -1.33 -0.48
C -0.07 -0.09 -2.68 0.02
C -0.53 -0.68 -0.26 -0.34
C -1.29 -1.80 -0.55 -0.05
C -1.84 -2.58 0.47 0.66
C -1.56 -2.18 1.78 -0.54
C -0.80 -1.05 2.00 -0.76
N -0.31 -0.31 1.01 -0.30
C -2.68 -3.80 0.14 1.81
C -3.89 -3.34 -0.69 -1.53
C -1.82 -4.77 -0.68 -1.54
C -3.18 -4.51 1.39 -2.15
H -1.32 0.31 -6.49 0.46
H -1.56 1.49 -5.20 0.39
H -1.73 -0.24 -4.87 0.31
H 0.91 1.18 -7.05 0.42
H 2.16 1.40 -5.83 0.44
H 0.72 2.45 -5.84 0.44
H 0.77 -1.21 -6.47 0.45
H 0.34 -1.75 -4.85 0.32
H 1.94 -1.05 -5.15 0.39
H 1.83 2.44 -3.84 0.57
H 2.04 2.79 -1.41 0.50
H -0.68 -0.92 -3.00 0.43
H -1.47 -2.08 -1.57 0.46
H -1.92 -2.74 2.63 0.55
H -0.56 -0.73 3.01 0.52
H -3.59 -2.87 -1.63 0.32
H -4.50 -2.63 -0.13 0.39
H -4.51 -4.20 -0.94 0.45
H -1.48 -4.33 -1.62 0.32
H -2.40 -5.67 -0.92 0.45
H -0.94 -5.08 -0.10 0.39
H -3.82 -3.86 1.99 0.43
H -2.36 -4.88 2.00 0.42
H -3.78 -5.38 1.10 0.42
B -1.96 5.49 1.29 0.25
C -1.02 4.30 1.24 0.29
N -0.31 3.38 1.19 -0.66
H -2.90 5.20 0.60 -0.09
H -1.34 6.43 0.88 -0.09
H -2.26 5.61 2.45 -0.09
```

Computed properties:
DFT total energy: -67956.4254 eV
HOMO: -10.693 eV
spin multiplicity: 1
total charge: +1
Kohn-Sham gap: 7.0 eV

8 unconnected molecules or ions with the total composition C28H31Cl6N5. Source: OMol25; level of theory: the ωB97M-V functional and the def2-TZVPD basis.

XYZ file:
```
70
Properties=species:S:1:pos:R:3:nbo_charge:R:1
C -0.02 -3.72 0.14 -0.18
C 0.50 -4.40 -0.95 -0.26
C 0.64 -5.77 -0.85 0.04
N 0.38 -6.47 0.25 -0.41
C -0.10 -5.81 1.29 0.03
C -0.34 -4.44 1.28 -0.26
H -0.30 -2.68 0.08 0.22
H 0.85 -3.89 -1.83 0.22
H 1.06 -6.33 -1.68 0.19
H -0.31 -6.39 2.18 0.19
H -0.76 -3.96 2.15 0.22
C -0.42 1.26 -1.39 -0.19
C -1.14 0.24 -0.80 -0.26
C -0.84 -0.06 0.52 0.03
N 0.07 0.57 1.25 -0.43
C 0.73 1.57 0.68 0.02
C 0.51 1.96 -0.64 -0.27
H -0.72 1.56 -2.39 0.22
H -1.91 -0.32 -1.32 0.23
H -1.42 -0.83 1.02 0.20
H 1.47 2.10 1.27 0.21
H 1.10 2.75 -1.08 0.23
C -5.26 2.66 -0.60 -0.18
C -6.17 2.85 0.42 -0.27
C -5.72 2.78 1.72 0.02
N -4.45 2.52 2.05 -0.42
C -3.59 2.28 1.06 0.02
C -3.95 2.34 -0.27 -0.25
H -5.53 2.81 -1.64 0.22
H -7.21 3.09 0.21 0.22
H -6.39 2.92 2.56 0.20
H -2.56 2.21 1.37 0.21
H -3.23 2.18 -1.06 0.22
C 2.93 0.81 4.86 -0.17
C 4.23 1.22 5.12 -0.26
C 4.68 2.41 4.55 0.03
N 3.93 3.17 3.76 -0.41
C 2.66 2.80 3.60 0.02
C 2.14 1.61 4.07 -0.26
H 2.62 -0.16 5.24 0.22
H 4.92 0.58 5.66 0.22
H 5.69 2.74 4.77 0.19
H 2.05 3.51 3.05 0.19
H 1.09 1.38 3.91 0.23
C 2.35 -0.84 -2.61 -0.17
C 2.54 -1.23 -1.29 -0.28
C 3.15 -2.45 -1.05 0.04
N 3.65 -3.23 -1.99 -0.41
C 3.54 -2.79 -3.25 0.03
C 2.83 -1.67 -3.61 -0.27
H 1.78 0.06 -2.82 0.22
H 2.21 -0.63 -0.45 0.23
H 3.35 -2.79 -0.03 0.20
H 4.00 -3.44 -4.00 0.20
H 2.67 -1.39 -4.65 0.22
Cl 5.10 1.09 1.16 -0.01
C 4.53 1.78 -0.35 -0.38
Cl 3.81 3.40 -0.08 -0.05
H 5.36 1.88 -1.03 0.23
H 3.68 1.20 -0.69 0.22
Cl -4.13 -1.40 0.29 -0.04
C -5.57 -0.73 1.08 -0.39
Cl -6.44 -1.96 2.00 -0.02
H -5.25 0.05 1.75 0.23
H -6.23 -0.35 0.31 0.22
Cl -0.60 1.77 -5.23 -0.02
C -1.70 1.95 -6.58 -0.40
Cl -3.40 2.02 -6.07 -0.03
H -1.48 2.87 -7.11 0.22
H -1.62 1.12 -7.27 0.22
```

Computed properties:
DFT total energy: -112122.9262 eV
HOMO: -9.494 eV
spin multiplicity: 1
energy above the lowest of the compared OMol25 structures with the same formula, charge and spin: 0.00 kcal per mole
Kohn-Sham gap: 9.8 eV
SMILES: c1ccncc1.c1ccncc1.c1ccncc1.c1ccncc1.c1ccncc1.ClCCl.ClCCl.ClCCl

A molecular structure, C28H31ClNO4SScSe4Si. Source: OMol25; level of theory: the ωB97M-V functional and the def2-TZVPD basis.

XYZ file:
```
72
Properties=species:S:1:pos:R:3:mulliken_charge:R:1
Sc 0.21 -0.04 0.54 -1.06
Se 0.79 -0.61 3.16 -0.55
Se 2.82 0.56 3.34 -0.23
Se 3.96 -0.12 1.42 -0.30
Se 2.71 0.96 -0.25 -0.52
C -1.99 1.30 -2.98 -0.77
C -0.85 2.34 -3.13 -0.60
C 0.30 1.76 -2.31 -1.13
O -0.29 0.69 -1.54 0.70
C -1.28 0.10 -2.38 0.93
H -2.48 1.06 -3.93 0.38
H -2.74 1.66 -2.28 0.33
H -1.14 3.31 -2.73 0.33
H -0.56 2.47 -4.18 0.27
H 0.75 2.47 -1.62 0.55
H 1.08 1.32 -2.94 0.30
H -1.93 -0.51 -1.75 -0.91
H -0.78 -0.51 -3.13 0.00
Cl -3.75 -5.99 4.03 -0.29
C -3.49 -4.57 3.04 0.55
C -4.53 -4.10 2.26 -0.82
C -4.30 -2.99 1.45 -0.25
C -3.07 -2.36 1.43 0.19
C -2.04 -2.85 2.24 0.78
C -2.24 -3.96 3.04 -0.87
C -2.85 -1.18 0.50 -0.03
O -3.71 -0.93 -0.33 -0.73
O -1.76 -0.54 0.67 -0.22
H -5.49 -4.60 2.27 0.43
H -5.08 -2.60 0.80 0.47
H -1.07 -2.38 2.21 -0.49
H -1.44 -4.35 3.66 0.44
S -0.54 2.36 1.60 -0.35
C -0.96 3.41 0.37 0.50
N -1.28 4.15 -0.47 -0.79
C 3.28 -3.72 -0.27 -1.73
C 1.90 -4.36 -0.05 2.26
C 1.93 -5.79 -0.60 -1.71
C 1.63 -4.37 1.46 -1.33
Si 0.63 -3.26 -0.93 -2.46
O 0.55 -1.82 -0.24 3.88
C -1.07 -4.08 -1.08 1.04
C -1.54 -5.10 -0.25 -0.16
C -2.83 -5.60 -0.36 -0.73
C -3.69 -5.08 -1.31 -0.69
C -3.26 -4.06 -2.15 -0.75
C -1.97 -3.57 -2.03 -0.31
C 1.22 -3.01 -2.72 0.43
C 1.00 -3.92 -3.75 -0.12
C 1.48 -3.69 -5.03 -0.67
C 2.20 -2.54 -5.31 -0.46
C 2.43 -1.61 -4.30 -0.68
C 1.95 -1.85 -3.01 0.16
H 4.04 -4.27 0.29 0.56
H 3.29 -2.68 0.08 0.09
H 3.56 -3.73 -1.33 0.31
H 2.72 -6.37 -0.10 0.48
H 2.14 -5.80 -1.67 0.31
H 0.98 -6.32 -0.44 0.24
H 2.42 -4.92 1.98 0.55
H 0.68 -4.84 1.72 0.10
H 1.60 -3.35 1.87 0.06
H -0.89 -5.51 0.52 0.09
H -3.17 -6.38 0.31 0.39
H -4.71 -5.45 -1.39 0.34
H -3.94 -3.62 -2.87 0.36
H -1.64 -2.77 -2.69 0.37
H 0.43 -4.82 -3.55 0.35
H 1.29 -4.42 -5.82 0.38
H 2.58 -2.35 -6.31 0.34
H 2.99 -0.71 -4.50 0.43
H 2.14 -1.12 -2.23 0.03
```

Computed properties:
DFT total energy: -352552.7261 eV
HOMO: -1.947 eV
spin multiplicity: 1
energy above the lowest of the compared OMol25 structures with the same formula, charge and spin: 3.04 kcal per mole
total charge: -2
Kohn-Sham gap: 5.9 eV

9 unconnected molecules or ions with the total composition C28H31F8N2O26S2 at a distorted geometry. Source: OMol25; level of theory: the ωB97M-V functional and the def2-TZVPD basis.

XYZ file:
```
97
Properties=species:S:1:pos:R:3:mulliken_charge:R:1
C -3.02 1.95 0.28 -1.20
C -2.13 0.79 0.65 0.51
O -1.11 0.96 1.23 -0.44
N -2.63 -0.52 0.28 0.44
C -2.69 -1.47 1.43 -0.73
S -1.89 -1.18 -1.06 0.40
S -2.83 -0.28 -2.68 0.08
N -0.30 -0.62 -1.22 -0.24
C 0.47 -1.03 -0.32 0.55
O 1.14 -0.99 0.60 -0.28
H -2.90 2.18 -0.78 0.13
H -4.05 1.62 0.41 0.41
H -2.81 2.80 0.91 0.34
H -1.75 -1.93 1.69 0.42
H -3.12 -0.93 2.28 0.49
H -3.41 -2.24 1.18 0.09
H -2.46 1.01 -2.49 0.10
C 0.38 -0.70 5.78 0.12
C 0.72 -1.21 4.41 0.31
O -0.54 -1.69 3.94 -0.26
C -1.50 -0.94 4.56 0.68
O -2.63 -0.88 4.21 -0.57
O -0.98 -0.27 5.60 -0.32
F 1.59 -2.24 4.45 -0.30
H 0.41 -1.49 6.53 0.30
H 1.01 0.12 6.10 -0.34
H 1.09 -0.45 3.72 0.32
C 1.49 3.58 7.62 -0.44
C 2.99 3.69 7.53 0.35
O 3.42 2.44 8.06 -0.29
C 2.44 1.55 7.79 0.69
O 2.56 0.37 7.85 -0.52
O 1.28 2.18 7.44 -0.35
F 3.47 4.68 8.31 -0.33
H 1.11 3.89 8.60 0.28
H 0.98 4.16 6.85 0.28
H 3.38 3.81 6.52 0.33
C 7.60 2.16 8.14 -0.40
C 8.22 1.68 6.85 0.29
O 7.15 1.79 5.93 -0.30
C 6.36 2.80 6.37 0.72
O 5.53 3.34 5.72 -0.54
O 6.65 3.12 7.66 -0.29
F 8.60 0.38 6.94 -0.28
H 7.07 1.36 8.67 0.27
H 8.31 2.62 8.81 0.27
H 9.07 2.27 6.51 0.29
C -5.64 -6.64 0.49 -0.44
C -4.95 -6.19 1.76 0.31
O -3.91 -5.36 1.26 -0.26
C -4.36 -4.84 0.09 0.59
O -3.87 -3.90 -0.46 -0.51
O -5.44 -5.50 -0.36 -0.30
F -4.39 -7.23 2.42 -0.27
H -5.16 -7.52 0.05 0.29
H -6.69 -6.84 0.64 0.28
H -5.58 -5.62 2.44 0.29
C -4.14 -0.81 -6.63 -0.14
C -5.03 0.39 -6.58 0.31
O -4.58 1.15 -7.69 -0.30
C -4.09 0.25 -8.60 0.63
O -3.87 0.50 -9.74 -0.50
O -3.89 -0.97 -8.03 -0.31
F -4.83 1.11 -5.44 -0.25
H -3.19 -0.65 -6.11 0.06
H -4.61 -1.70 -6.22 0.29
H -6.09 0.18 -6.70 0.23
C 0.82 1.94 -8.86 -0.46
C -0.31 1.36 -9.66 0.34
O -0.69 0.24 -8.88 -0.28
C -0.39 0.54 -7.59 0.67
O -0.82 -0.05 -6.65 -0.55
O 0.44 1.61 -7.52 -0.30
F 0.11 0.93 -10.88 -0.30
H 1.78 1.47 -9.09 0.28
H 0.92 3.02 -8.98 0.28
H -1.17 2.02 -9.79 0.29
C -0.25 3.73 -1.16 -0.34
C 0.59 4.65 -2.02 0.21
O 0.34 4.16 -3.33 -0.29
C -0.91 3.63 -3.32 0.61
O -1.55 3.36 -4.27 -0.50
O -1.35 3.43 -2.03 -0.21
F 1.91 4.51 -1.74 -0.28
H 0.28 2.81 -0.90 0.18
H -0.60 4.21 -0.25 0.31
H 0.31 5.70 -1.96 0.30
C 2.98 -2.64 -2.97 -0.34
C 2.70 -3.83 -2.09 0.38
O 3.47 -4.84 -2.70 -0.33
C 4.54 -4.22 -3.30 0.57
O 5.51 -4.77 -3.67 -0.45
O 4.31 -2.88 -3.40 -0.33
F 1.38 -4.17 -2.13 -0.29
H 2.32 -2.60 -3.83 0.32
H 2.91 -1.69 -2.43 0.19
H 3.01 -3.70 -1.05 0.29
```

Computed properties:
DFT total energy: -129156.7588 eV
HOMO: -12.995 eV
spin multiplicity: 1
total charge: +1
Kohn-Sham gap: 9.0 eV

A molecular structure, C28H31GaNO4PSSe2 at a distorted geometry. Source: OMol25; level of theory: the ωB97M-V functional and the def2-TZVPD basis.

XYZ file:
```
69
Properties=species:S:1:pos:R:3:nbo_charge:R:1
Ga 1.09 0.09 -2.65 0.84
C 5.31 -1.34 -2.15 -0.76
Se 3.52 -2.02 -1.81 0.27
C 3.26 -1.10 -0.09 -0.57
C 2.47 -1.91 0.91 -0.55
Se 0.56 -2.07 0.49 0.18
C 0.05 -2.62 2.30 -0.75
H 5.30 -0.26 -2.26 0.22
H 5.67 -1.81 -3.07 0.25
H 5.95 -1.64 -1.32 0.23
H 2.80 -0.13 -0.26 0.21
H 4.26 -0.94 0.31 0.25
H 2.51 -1.42 1.89 0.23
H 2.86 -2.92 1.00 0.24
H 0.62 -3.50 2.57 0.24
H -1.01 -2.85 2.31 0.22
H 0.27 -1.80 2.98 0.22
N -1.92 -1.72 -1.79 -0.68
C -2.40 -2.94 -1.59 0.34
C -2.50 -3.86 -2.67 -0.26
C -3.01 -5.09 -2.49 -0.11
C -3.39 -5.50 -1.17 -0.02
C -3.33 -4.58 -0.08 -0.09
C -2.82 -3.34 -0.28 -0.28
S -2.80 -7.22 -0.69 2.37
O -2.55 -7.43 0.69 -0.80
O -2.18 -7.96 -1.72 -0.79
O -4.23 -6.72 -1.02 -0.60
H -1.86 -1.06 -1.02 0.44
H -1.70 -1.41 -2.72 0.42
H -2.16 -3.55 -3.66 0.25
H -3.10 -5.79 -3.31 0.28
H -3.67 -4.90 0.89 0.27
H -2.73 -2.65 0.54 0.25
O 0.45 1.30 -1.24 -1.30
P 0.18 2.30 -0.10 1.98
C 1.34 2.00 1.25 -0.47
C 0.99 1.36 2.43 -0.18
C 1.96 1.15 3.41 -0.21
C 3.27 1.57 3.20 -0.17
C 3.62 2.19 2.00 -0.22
C 2.66 2.42 1.03 -0.12
C -1.51 2.09 0.46 -0.44
C -1.94 2.57 1.69 -0.18
C -3.25 2.37 2.09 -0.18
C -4.15 1.74 1.25 -0.17
C -3.74 1.30 -0.01 -0.23
C -2.42 1.47 -0.40 -0.15
C 0.43 3.97 -0.71 -0.49
C 0.72 5.01 0.18 -0.12
C 0.88 6.29 -0.31 -0.21
C 0.75 6.54 -1.67 -0.16
C 0.44 5.51 -2.55 -0.20
C 0.28 4.22 -2.07 -0.17
H -0.02 1.01 2.59 0.23
H 1.69 0.69 4.35 0.23
H 4.01 1.42 3.97 0.24
H 4.64 2.51 1.84 0.24
H 2.92 2.92 0.11 0.22
H -1.25 3.11 2.34 0.23
H -3.58 2.72 3.06 0.24
H -5.18 1.60 1.56 0.24
H -4.46 0.85 -0.68 0.23
H -2.10 1.16 -1.39 0.20
H 0.83 4.81 1.24 0.22
H 1.12 7.10 0.37 0.24
H 0.88 7.55 -2.04 0.24
H 0.33 5.71 -3.60 0.24
H 0.04 3.41 -2.75 0.22
```

Computed properties:
DFT total energy: -242396.4329 eV
HOMO: -13.141 eV
spin multiplicity: 1
energy above the lowest of the compared OMol25 structures with the same formula, charge and spin: 15.35 kcal per mole
total charge: +2
Kohn-Sham gap: 5.7 eV

A molecular structure, C28H31IrNO7P4SSe3Te at a distorted geometry. Source: OMol25; level of theory: the ωB97M-V functional and the def2-TZVPD basis.

XYZ file:
```
77
Properties=species:S:1:pos:R:3:mulliken_charge:R:1
Ir -1.43 -0.68 -0.09 2.89
Se -5.01 -1.17 1.36 0.25
Se -5.69 -2.68 2.80 -0.27
Te -2.13 -2.76 3.42 -0.18
Se -2.74 -0.87 1.97 0.03
O -2.42 -1.09 -2.76 -0.24
P -2.87 0.29 -3.45 0.70
O -2.65 0.26 -4.89 -0.78
O -2.03 1.42 -2.67 -0.11
O -4.32 0.57 -2.97 -0.38
P -4.70 1.04 -1.41 0.71
O -4.76 2.61 -1.57 -0.57
O -6.02 0.48 -1.11 -0.77
O -3.50 0.69 -0.54 -0.47
H -2.46 -1.79 -3.42 0.28
H -3.90 3.03 -1.71 0.41
C -1.29 -4.77 -0.20 -0.31
S -0.51 -5.00 -1.81 -0.17
C 0.22 -3.36 -2.03 0.47
C 1.53 -3.12 -1.28 -0.68
C 1.76 -1.62 -0.95 -0.87
N 0.89 -0.94 0.00 -0.11
P -0.96 1.27 -1.40 0.49
C 0.57 1.45 -2.37 0.45
C 0.59 1.22 -3.75 -1.03
C 1.78 1.30 -4.46 -0.67
C 2.97 1.59 -3.80 -0.67
C 2.96 1.81 -2.43 -0.70
C 1.77 1.74 -1.72 0.05
C -1.21 2.91 -0.67 0.34
C -0.90 4.07 -1.38 -0.73
C -1.10 5.31 -0.79 -0.72
C -1.61 5.39 0.50 -0.58
C -1.92 4.24 1.20 -0.77
C -1.72 3.00 0.62 -0.07
P 0.62 -1.49 1.52 -0.08
C 2.22 -2.15 2.14 0.70
C 2.35 -3.42 2.68 -0.13
C 3.61 -3.87 3.06 -0.57
C 4.72 -3.06 2.90 -0.51
C 4.59 -1.79 2.36 -0.72
C 3.34 -1.33 1.98 -0.54
C 0.53 0.01 2.58 0.54
C 0.25 -0.17 3.93 -0.87
C 0.09 0.93 4.76 -0.73
C 0.26 2.21 4.25 -0.73
C 0.60 2.39 2.92 -0.43
C 0.72 1.29 2.08 -0.11
H -1.93 -5.62 0.00 0.39
H -1.88 -3.85 -0.24 -0.02
H -0.54 -4.68 0.58 0.03
H -0.53 -2.63 -1.70 -0.87
H 0.37 -3.24 -3.10 0.41
H 2.36 -3.48 -1.88 0.40
H 1.54 -3.68 -0.34 0.28
H 1.70 -1.06 -1.90 0.26
H 2.79 -1.53 -0.58 0.30
H -0.32 0.97 -4.28 0.43
H 1.78 1.13 -5.52 0.45
H 3.89 1.64 -4.35 0.39
H 3.88 2.04 -1.92 0.47
H 1.78 1.92 -0.65 0.26
H -0.50 4.00 -2.38 0.46
H -0.84 6.21 -1.33 0.42
H -1.76 6.36 0.96 0.41
H -2.32 4.30 2.21 0.46
H -1.96 2.09 1.16 0.40
H 1.48 -4.04 2.82 0.33
H 3.72 -4.86 3.50 0.43
H 5.70 -3.42 3.20 0.39
H 5.46 -1.15 2.25 0.42
H 3.22 -0.33 1.57 0.36
H 0.16 -1.16 4.34 0.49
H -0.17 0.78 5.80 0.44
H 0.12 3.07 4.89 0.42
H 0.77 3.38 2.52 0.53
H 0.95 1.41 1.03 -0.18
```

Computed properties:
DFT total energy: -299528.2704 eV
HOMO (spin up / spin down): -7.765 / -7.563 eV
spin multiplicity: 2
energy above the lowest of the compared OMol25 structures with the same formula, charge and spin: 100.48 kcal per mole
Kohn-Sham gap (spin up / spin down): 4.6 / 4.4 eV